{"formula": "C2H12N2O4", "method": "ωB97M-V with the def2-TZVPD basis set", "species": ["N", "C", "C", "N", "O", "H", "H", "H", "H", "H", "H", "H", "H", "O", "H", "H", "O", "H", "H", "O"], "xyz": [[-0.79895, -1.02583, 1.08716], [0.46879, -0.45693, 1.18746], [0.57889, 0.71552, 0.08851], [-0.31049, 1.76603, 0.38828], [1.81909, 1.03609, 0.03959], [-1.24089, -1.28798, 1.95532], [-0.92346, -1.49557, 0.16481], [1.28127, -1.16120, 1.01749], [0.58358, 0.13431, 2.10019], [-1.28030, 1.43601, 0.26886], [-0.13365, 2.59249, -0.17358], [2.89905, -0.07320, 0.28644], [4.12288, -0.80107, -0.48203], [3.57734, -0.80460, 0.30474], [0.12377, 0.29000, -0.87112], [-1.43697, -1.54935, -2.24082], [-1.53682, -1.35820, -1.30649], [-2.07895, 0.00248, -1.19950], [-3.27158, 1.06090, -1.53528], [-2.44261, 0.98008, -1.08006]], "atomic_forces_ev_per_a": [[2.05, 0.25, 0.25], [-2.05, -2.26, 2.04], [2.03, 4.48, -0.91], [-0.17, -1.43, -0.72], [-1.64, 0.09, -0.33], [-0.53, 0.38, -0.29], [-0.90, -0.38, 0.08], [0.30, 0.46, -0.71], [0.19, -0.42, 0.06], [-0.18, 0.40, 0.06], [0.18, 0.16, 0.40], [1.27, -0.67, -0.74], [-0.22, 0.34, -0.15], [-0.41, -0.21, 0.82], [-0.28, -1.59, 0.07], [0.25, -0.12, -0.09], [0.51, 0.46, 0.17], [-0.67, 0.35, -0.16], [-0.46, -0.09, -0.21], [0.71, -0.19, 0.33]], "lumo_energy_ev": -4.0, "mol_weight_g_mol": 128.1, "e_above_lowest_kcal_mol": 164.6, "orbital_gap_ha": 0.210, "largest_force_ev_per_a": 5.00}


{"formula": "C34H48FN6O7S2SiYb", "method": "ωB97M-V with the def2-TZVPD basis set", "species": ["Yb", "C", "C", "N", "C", "S", "N", "N", "C", "C", "C", "C", "C", "C", "C", "N", "H", "H", "H", "H", "H", "H", "H", "H", "H", "H", "H", "H", "H", "C", "C", "C", "O", "C", "O", "O", "H", "H", "H", "H", "H", "H", "H", "C", "Si", "C", "C", "N", "C", "C", "C", "C", "C", "C", "F", "H", "H", "H", "H", "H", "H", "H", "H", "H", "H", "H", "H", "H", "C", "C", "C", "C", "C", "C", "C", "S", "O", "O", "N", "C", "C", "C", "O", "O", "H", "H", "H", "H", "H", "H", "H", "H", "H", "H", "H", "H", "C", "H", "H", "H"], "xyz": [[0.32571, -0.53930, 0.02593], [5.21055, 3.04472, 0.81345], [4.16452, 3.53405, 1.81320], [2.80117, 3.45728, 1.33021], [2.12926, 2.23452, 1.28578], [0.59594, 2.27692, 0.46340], [2.71663, 1.24539, 1.86259], [1.94598, 0.04164, 1.97198], [2.83702, -1.12165, 2.09050], [4.20577, -0.97587, 2.69712], [2.25976, -2.33722, 1.88128], [2.91841, -3.59157, 2.19331], [2.22054, -4.75619, 2.15097], [0.85085, -4.76452, 1.78830], [0.30034, -3.56171, 1.41357], [0.94541, -2.38899, 1.40644], [6.19968, 2.98622, 1.27738], [5.27353, 3.70950, -0.05212], [4.93009, 2.04939, 0.46781], [4.36493, 4.57065, 2.10020], [4.21687, 2.91890, 2.70989], [2.54976, 4.05355, 0.55838], [4.95860, -1.53531, 2.13048], [4.25647, -1.34141, 3.73593], [4.49232, 0.07428, 2.69682], [3.95848, -3.57819, 2.49101], [2.71547, -5.68876, 2.40535], [0.26774, -5.67365, 1.75789], [-0.72900, -3.52009, 1.07271], [3.80662, -0.49775, -2.88590], [2.82096, 0.43470, -2.19896], [3.27356, 1.88883, -2.28524], [2.66210, 0.06104, -0.82256], [1.42641, 0.33523, -2.87317], [1.38991, 0.45270, -4.09551], [0.44732, 0.16422, -2.07927], [4.82222, -0.32797, -2.51106], [3.78187, -0.30827, -3.95781], [3.52900, -1.53713, -2.70680], [4.29846, 1.99671, -1.91900], [2.60866, 2.50649, -1.67787], [3.22709, 2.21932, -3.32393], [3.51315, -0.15844, -0.42622], [-2.82512, 0.01497, -1.49352], [-2.67156, -1.85549, -1.36499], [-3.48959, -2.52434, -2.94843], [-3.74081, -2.48006, 0.05661], [-1.01716, -2.24240, -1.19194], [-0.40751, -3.35848, -1.65280], [-1.03922, -4.54615, -2.09865], [-0.32952, -5.64197, -2.56766], [1.05798, -5.64035, -2.61504], [1.72654, -4.50236, -2.16695], [0.99857, -3.43654, -1.71211], [1.68867, -2.34258, -1.26101], [-3.69592, 0.29703, -2.09126], [-1.93555, 0.41666, -1.98762], [-2.91164, 0.48991, -0.51504], [-4.28393, -1.84995, -3.28167], [-3.93285, -3.51304, -2.79677], [-2.75526, -2.60694, -3.75591], [-4.75813, -2.07507, -0.01161], [-3.31498, -2.18224, 1.01985], [-3.81186, -3.57240, 0.04235], [-2.12074, -4.59100, -2.05342], [-0.87555, -6.52263, -2.88976], [1.60997, -6.49702, -2.97993], [2.80802, -4.44071, -2.15513], [-1.74013, 3.57006, -3.01016], [-2.44604, 3.74227, -1.69333], [-3.83441, 3.68156, -1.60447], [-4.47375, 3.76591, -0.37857], [-3.71397, 3.93310, 0.76990], [-2.33058, 4.02764, 0.70166], [-1.70563, 3.92546, -0.52859], [-4.51753, 3.94261, 2.34262], [-3.52388, 4.25183, 3.32728], [-5.71118, 4.75064, 2.25656], [-5.05959, 2.40793, 2.58004], [-4.26852, 1.24294, 2.11730], [-2.83146, 1.24616, 2.61626], [-2.19619, -0.12241, 2.34755], [-2.45587, -1.06031, 3.09375], [-1.43510, -0.12921, 1.31890], [-2.45032, 3.45586, -3.82914], [-1.10109, 2.68433, -2.98640], [-1.10320, 4.43128, -3.22198], [-4.41878, 3.51942, -2.50289], [-5.55252, 3.69372, -0.30703], [-1.76052, 4.12328, 1.61565], [-0.62341, 3.92696, -0.57903], [-6.02453, 2.38232, 2.27555], [-4.27139, 1.20554, 1.02311], [-4.76981, 0.35011, 2.49000], [-2.80517, 1.46034, 3.68512], [-2.24300, 1.98980, 2.08596], [1.12873, 0.16269, 3.19916], [0.54381, -0.74672, 3.33028], [0.45092, 1.01115, 3.09591], [1.78112, 0.32464, 4.06496]], "atomic_forces_ev_per_a": [[0.15, -0.12, 0.39], [-0.03, -0.01, 0.03], [-0.03, -0.06, -0.08], [-0.02, -0.05, -0.02], [0.12, -0.12, -0.02], [0.47, -0.26, 0.36], [0.08, 0.02, 0.05], [-0.17, -0.03, -0.10], [0.13, 0.14, -0.17], [-0.16, 0.03, 0.09], [-0.16, 0.01, 0.00], [0.02, -0.01, -0.02], [-0.07, 0.04, -0.02], [0.04, 0.00, 0.06], [0.02, -0.03, 0.01], [0.00, -0.08, -0.05], [-0.01, 0.02, -0.02], [-0.01, -0.03, 0.00], [0.04, 0.00, 0.02], [0.01, 0.01, -0.01], [-0.02, 0.03, 0.04], [0.00, 0.07, 0.04], [0.01, 0.01, 0.02], [0.03, 0.00, -0.02], [0.04, -0.02, 0.00], [0.01, -0.02, -0.01], [0.03, 0.00, 0.00], [0.00, 0.01, -0.02], [0.01, 0.04, -0.01], [-0.03, -0.04, -0.01], [0.01, -0.03, -0.04], [-0.02, 0.02, 0.00], [-0.24, -0.05, -0.14], [0.11, -0.12, 0.15], [-0.09, 0.13, 0.01], [-0.03, 0.13, -0.23], [-0.01, -0.01, 0.01], [0.04, 0.01, 0.00], [0.00, 0.02, -0.01], [-0.01, 0.00, 0.02], [0.01, 0.00, -0.01], [0.02, -0.01, 0.01], [-0.13, -0.03, 0.19], [0.01, 0.08, 0.08], [-0.28, 0.00, -0.09], [0.16, -0.11, -0.06], [0.03, 0.09, 0.03], [0.24, 0.28, 0.40], [-0.11, 0.01, -0.03], [-0.01, 0.03, 0.02], [0.00, 0.00, 0.02], [-0.02, 0.02, -0.02], [0.00, -0.03, 0.01], [-0.04, -0.08, 0.03], [0.03, 0.03, -0.13], [-0.04, -0.01, 0.00], [-0.03, 0.02, -0.04], [0.04, 0.03, -0.05], [0.02, 0.00, 0.05], [0.01, 0.03, -0.04], [-0.05, 0.01, 0.01], [0.03, -0.03, 0.00], [-0.04, -0.04, -0.04], [0.01, 0.01, -0.01], [0.03, -0.03, 0.00], [-0.01, 0.01, -0.01], [0.00, 0.00, 0.02], [-0.01, 0.01, 0.01], [-0.01, 0.00, 0.05], [-0.05, -0.01, -0.02], [-0.07, -0.12, 0.00], [-0.03, 0.01, -0.04], [0.00, 0.09, 0.06], [-0.12, -0.08, 0.01], [-0.17, 0.25, -0.28], [0.12, 0.12, -0.14], [-0.01, -0.01, 0.05], [-0.04, -0.10, 0.05], [-0.03, -0.05, -0.04], [0.11, 0.11, 0.01], [-0.03, 0.03, 0.07], [0.00, 0.28, 0.19], [0.02, -0.04, -0.17], [0.40, -0.60, -0.51], [0.00, -0.01, -0.01], [0.02, -0.01, 0.00], [0.02, -0.02, -0.01], [-0.01, 0.02, -0.01], [0.00, 0.02, -0.02], [0.09, 0.04, -0.07], [-0.23, 0.20, -0.02], [0.02, -0.06, -0.01], [-0.01, -0.04, -0.01], [-0.07, 0.03, 0.07], [-0.06, -0.06, 0.01], [0.03, 0.04, 0.09], [0.00, 0.04, 0.06], [0.00, -0.01, -0.02], [0.00, 0.00, -0.01], [0.01, -0.02, 0.00]], "total_charge": -2, "spin_multiplicity": 2, "lumo_energy_ev": [4.2, 4.2], "mol_weight_g_mol": 937.1, "s2": 0.751, "e_above_lowest_kcal_mol": 0.0, "orbital_gap_ha": [0.186, 0.186], "largest_force_ev_per_a": 0.88}


{"formula": "C5H7N2", "method": "ωB97M-V with the def2-TZVPD basis set", "species": ["N", "C", "C", "C", "N", "C", "C", "H", "H", "H", "H", "H", "H", "H"], "xyz": [[1.63685, 0.90564, 1.30584], [0.66618, 0.37359, 0.56982], [0.97247, -0.45913, -0.54481], [-0.00848, -0.96818, -1.33525], [-1.31519, -0.71127, -1.09306], [-1.70473, 0.01332, -0.04659], [-0.68954, 0.60002, 0.85382], [2.60287, 0.76299, 1.05854], [1.41663, 1.52737, 2.06710], [2.00223, -0.69531, -0.76174], [0.21956, -1.59256, -2.18615], [-2.01551, -1.10996, -1.71133], [-2.75398, 0.17634, 0.13019], [-1.02935, 1.17715, 1.69363]], "atomic_forces_ev_per_a": [[0.14, 0.08, 0.09], [-0.41, -0.16, -0.27], [-0.24, -0.01, 0.00], [0.59, 0.05, 0.06], [-0.34, -0.20, -0.12], [3.00, 1.89, 2.79], [-2.79, -1.79, -2.70], [-0.05, 0.07, 0.14], [0.15, -0.05, -0.02], [0.06, -0.03, -0.11], [-0.09, 0.00, -0.02], [0.14, 0.09, 0.13], [-0.12, -0.07, -0.10], [-0.04, 0.13, 0.13]], "total_charge": 1, "smiles": "[NH2+]=c1cc[nH]cc1", "lumo_energy_ev": -3.8, "mol_weight_g_mol": 95.1, "e_above_lowest_kcal_mol": 0.0, "orbital_gap_ha": 0.365, "largest_force_ev_per_a": 4.51}


{"formula": "C6H9N", "method": "ωB97M-V with the def2-TZVPD basis set", "species": ["C", "C", "C", "C", "N", "C", "C", "H", "H", "H", "H", "H", "H", "H", "H", "H"], "xyz": [[0.69716, 0.60415, 1.79324], [-0.19740, 0.27475, 0.63289], [-1.62353, 0.34555, 0.61420], [-2.05001, -0.11535, -0.60350], [-0.93819, -0.45423, -1.32953], [0.19746, -0.21993, -0.59010], [1.56218, -0.48205, -1.14219], [0.28841, 1.42585, 2.39089], [1.69965, 0.89919, 1.46322], [0.81720, -0.25693, 2.46485], [-2.25688, 0.70377, 1.41604], [-3.04425, -0.23465, -1.01100], [-0.94754, -0.84330, -2.25784], [2.32044, -0.25723, -0.38675], [1.77672, 0.14102, -2.02025], [1.69857, -1.53061, -1.43417]], "atomic_forces_ev_per_a": [[0.05, 0.00, 0.06], [0.06, -0.08, -0.09], [-0.06, -0.03, 0.00], [-0.03, 0.02, 0.04], [0.04, -0.01, -0.02], [0.01, 0.02, 0.07], [0.08, -0.01, 0.00], [0.06, -0.10, -0.12], [-0.18, -0.02, 0.06], [-0.04, 0.15, -0.11], [0.08, -0.08, -0.12], [0.16, 0.04, 0.06], [0.00, 0.09, 0.13], [-0.14, -0.03, -0.13], [-0.05, -0.10, 0.13], [-0.05, 0.13, 0.04]], "smiles": "Cc1cc[nH]c1C", "lumo_energy_ev": 1.1, "mol_weight_g_mol": 95.1, "e_above_lowest_kcal_mol": 1.6, "orbital_gap_ha": 0.326, "largest_force_ev_per_a": 0.19}


{"formula": "C4H9N3", "method": "ωB97M-V with the def2-TZVPD basis set", "species": ["C", "C", "C", "C", "N", "N", "N", "H", "H", "H", "H", "H", "H", "H", "H", "H"], "xyz": [[2.49230, 0.68840, 0.19828], [-2.86929, 0.48150, -0.19693], [-1.48206, 0.43074, -0.62409], [-0.68389, -0.71265, 0.24868], [1.48934, 0.39747, 0.71919], [3.56304, 0.81965, -0.43248], [0.43138, -0.01834, 1.27508], [-3.39961, -0.17259, 0.52519], [-3.46633, 1.11224, -0.81237], [-1.01990, 1.41714, -0.79773], [-1.83816, 0.14589, -1.63525], [-0.11862, -1.27326, -0.51757], [-1.09686, -1.20844, 1.06160], [4.27910, 0.12808, -0.50082], [3.88440, 1.68977, -0.87757], [0.27928, -0.01794, 2.25034]], "atomic_forces_ev_per_a": [[-2.72, -0.73, 1.22], [0.92, 0.03, -0.63], [-1.09, -1.86, 4.20], [3.79, 4.09, -0.89], [2.44, 0.54, -0.13], [2.36, 1.74, -1.66], [-3.11, -1.20, -4.16], [0.56, 0.24, -0.36], [-0.94, 0.78, -0.08], [-0.01, -0.26, -0.03], [0.33, -0.61, -0.78], [-0.20, -0.30, 1.02], [-2.16, -1.47, 0.38], [0.24, -1.03, 0.27], [-0.64, -0.15, 0.44], [0.22, 0.17, 1.19]], "total_charge": 2, "lumo_energy_ev": -11.1, "mol_weight_g_mol": 99.1, "e_above_lowest_kcal_mol": 114.0, "orbital_gap_ha": 0.260, "largest_force_ev_per_a": 5.65}


{"formula": "C5H5N3", "method": "ωB97M-V with the def2-TZVPD basis set", "species": ["C", "N", "C", "N", "C", "C", "C", "N", "H", "H", "H", "H", "H"], "xyz": [[0.79576, -1.33330, 0.38233], [0.23058, -0.31387, -0.46540], [-0.43023, 0.52858, 0.15522], [-1.15656, 1.62876, -0.20879], [-0.96983, 3.06399, -0.52408], [-1.30301, 2.39925, -1.58917], [-2.20716, 1.86700, -2.44999], [-3.11476, 1.41131, -3.03785], [-0.07948, -2.14731, 0.38270], [1.71448, -1.88904, -0.10067], [0.97314, -1.04419, 1.42485], [-0.56019, 0.40491, 1.31482], [-0.64890, 3.87023, -0.02923]], "atomic_forces_ev_per_a": [[-1.01, -3.77, -1.27], [0.96, 0.08, -1.16], [0.63, 0.99, 3.51], [-1.82, 2.51, -0.70], [-0.41, -5.51, -1.89], [0.98, -0.43, 2.09], [-3.19, -0.83, -2.69], [2.14, 0.87, 1.04], [2.09, 1.19, 0.33], [-1.75, 1.44, 0.99], [0.16, 0.10, -0.25], [0.25, 0.38, -1.69], [0.96, 2.97, 1.69]], "smiles": "C/N=C/N1C=C1C#N", "lumo_energy_ev": -0.6, "mol_weight_g_mol": 107.1, "e_above_lowest_kcal_mol": 129.4, "orbital_gap_ha": 0.305, "largest_force_ev_per_a": 5.84}


Asked for energy across the records above, the calculation gives -13433.2787 -123114.0352 -8272.7772 -7858.0914 -8740.8089 -9729.8774 eV in order.